No. 1
Density functional theory data (the ωB97M-V functional and the def2-TZVPD basis) for the ion C8H7O3P with charge -2.

Computed properties:
Lowest unoccupied orbital energy (spin up / spin down) = 6.613 / 6.613 eV
Charge = -2
F_max = 5.660 eV/Å
E_HOMO (spin up / spin down) = 0.895 / 0.894 eV

Each line ends with the natural charge from an NBO analysis.
Cartesian coordinates (Å):
C: 1.6537 -0.0138 -0.8013  -0.172
C: 0.7082 -0.0989 -1.7924  -0.345
C: 0.4278 1.2167 0.6319  -0.200
C: -0.4615 1.4233 -0.3161  -0.306
C: 1.0549 -0.1292 0.5362  -0.535
C: -0.5443 0.0256 -0.8647  0.242
C: -0.2963 -0.8955 0.2167  -0.243
C: -1.6272 -1.0716 1.0312  -0.782
O: -2.0449 -0.4007 -1.3744  -0.911
O: -3.8536 -1.9217 -0.8566  -1.194
O: -3.7703 0.4441 0.2258  -1.213
P: -3.0565 -0.7980 -0.2100  2.330
H: 2.7180 0.0538 -1.1643  0.157
H: 0.4928 -0.3405 -2.7355  0.194
H: 0.7811 2.0921 1.2565  0.151
H: -1.2480 2.2627 -0.4898  0.220
H: -0.0773 -1.8186 -0.3975  0.190
H: -1.7875 -0.3500 1.7582  0.220
H: -1.7386 -2.0361 1.5013  0.196

Atomic forces in eV per Å
C 1.056 -1.641 -4.122
C -0.654 0.419 5.606
C 1.215 3.863 1.941
C -3.381 0.922 0.574
C 0.664 -0.130 2.257
C -4.391 0.137 -3.398
C -0.143 -1.857 -0.815
C 0.405 -1.358 -1.679
O 3.870 1.502 -1.610
O 0.354 -0.012 1.537
O -0.605 0.022 0.812
P 0.359 0.247 -1.158
H -0.621 -0.063 1.097
H 0.210 -0.580 -3.938
H -0.165 -1.015 -0.294
H 1.694 -1.631 0.223
H -0.094 0.138 1.362
H -0.077 1.582 1.396
H 0.304 -0.546 0.208

---

No. 2
Density functional theory data (the ωB97M-V functional and the def2-TZVPD basis) for an isolated molecule of C3H6N2O.

Computed properties:
Lowest unoccupied orbital energy = 0.479 eV
F_max = 1.135 eV/Å
E_HOMO = -10.212 eV

Each line ends with the natural charge from an NBO analysis.
Cartesian coordinates (Å):
N: -2.1845 -0.6858 -1.8477  -0.310
C: -1.4796 -0.5906 -0.9358  0.275
C: -0.5266 -0.4106 0.1723  -0.176
N: 0.4881 -1.4514 0.1243  -0.802
C: 0.0321 1.0288 0.1267  -0.069
O: 1.0765 1.1468 1.0729  -0.719
H: -1.0787 -0.5291 1.1134  0.233
H: 0.9677 -1.4499 -0.7694  0.358
H: 1.1712 -1.2349 0.8428  0.372
H: 0.3709 1.2543 -0.8939  0.173
H: -0.7542 1.7460 0.3908  0.188
H: 1.9172 1.1764 0.6035  0.477

Atomic forces in eV per Å
N 0.666 0.101 0.914
C -0.616 -0.053 -0.808
C -0.139 0.022 0.068
N 0.049 0.070 0.028
C -0.168 0.036 -0.180
O 0.200 0.108 -0.104
H 0.073 0.006 -0.137
H -0.029 -0.011 -0.019
H 0.003 -0.114 -0.023
H -0.001 -0.025 0.191
H 0.091 -0.144 -0.081
H -0.129 0.004 0.152

---

No. 3
Density functional theory data (the ωB97M-V functional and the def2-TZVPD basis) for a cluster of 6 separate species, C48H54I4N3O11 in total.

Computed properties:
Lowest unoccupied orbital energy = -3.143 eV
Charge = +1
F_max = 1.030 eV/Å
E_HOMO = -11.378 eV

Each line ends with the Löwdin charge.
Cartesian coordinates (Å):
C: 3.0200 1.6065 2.2261  -0.115
O: 4.0932 0.9928 1.5551  -0.233
C: 4.2386 1.4073 0.2002  -0.223
C: 4.9736 0.3192 -0.5687  -0.168
C: 4.0658 -0.7214 -1.2274  -0.195
C: 2.9716 -1.2385 -0.2976  -0.220
C: 2.2533 -2.4739 -0.8354  -0.204
C: 1.3082 -3.1031 0.2002  -0.202
C: -0.1037 -3.3714 -0.3186  -0.220
C: -0.9129 -4.2389 0.6423  -0.213
C: -2.3891 -4.4216 0.2808  -0.174
C: -3.1282 -3.1152 0.0180  -0.166
N: -2.9747 -2.2309 1.1774  0.138
C: -3.5632 -1.0680 1.3449  -0.344
N: -4.3710 -0.5337 0.3937  0.042
C: -3.9520 0.8275 0.0110  -0.835
I: -5.0557 1.4495 -1.6707  0.951
C: -4.0544 1.7137 1.2352  -0.739
I: -6.0771 1.9047 1.9377  0.928
C: -3.2005 1.1296 2.3764  -0.474
C: -1.6941 1.4610 2.3000  -0.733
I: -0.8039 0.8375 4.1730  0.955
C: -1.3001 2.9065 2.0006  -0.825
C: -1.3474 3.2811 0.5100  -0.133
I: -2.3913 4.3057 3.1932  0.974
N: -3.3836 -0.3461 2.4599  0.127
H: 2.0771 1.0831 2.0043  0.063
H: 3.2116 1.5510 3.2984  0.089
H: 2.9065 2.6600 1.9417  0.091
H: 3.2389 1.5993 -0.2155  0.117
H: 4.7985 2.3497 0.1646  0.125
H: 5.6062 0.7982 -1.3196  0.117
H: 5.6326 -0.1974 0.1341  0.094
H: 3.6173 -0.3054 -2.1369  0.117
H: 4.6875 -1.5785 -1.5075  0.103
H: 2.2294 -0.4541 -0.0958  0.105
H: 3.4135 -1.4955 0.6727  0.115
H: 3.0121 -3.2107 -1.1025  0.076
H: 1.6978 -2.2217 -1.7466  0.115
H: 1.7260 -4.0439 0.5730  0.116
H: 1.2209 -2.4354 1.0675  0.111
H: -0.0531 -3.8728 -1.2917  0.126
H: -0.5950 -2.4010 -0.4706  0.102
H: -0.4505 -5.2286 0.6721  0.125
H: -0.8135 -3.8360 1.6600  0.107
H: -2.8951 -4.9501 1.0944  0.122
H: -2.4943 -5.0439 -0.6101  0.126
H: -2.7223 -2.6150 -0.8662  0.124
H: -4.1858 -3.3108 -0.1759  0.131
H: -2.3561 -2.5577 1.9083  0.151
H: -4.5703 -1.1537 -0.3796  0.100
H: -2.9068 0.8099 -0.3154  0.080
H: -3.7734 2.7337 0.9956  0.007
H: -3.5916 1.5326 3.3090  0.063
H: -1.1936 0.8113 1.5757  0.080
H: -0.2807 3.0391 2.3520  0.033
H: -2.2719 3.7739 0.2106  0.050
H: -0.5284 3.9657 0.2881  0.088
H: -1.1893 2.3918 -0.1087  0.078
H: -2.6684 -0.7516 3.0598  0.062
C: 6.2748 0.0988 3.7421  0.028
C: 7.5321 0.2058 3.3211  0.030
C: 8.6617 -0.3370 4.1174  -0.385
O: 9.8072 -0.2416 3.7366  0.111
C: 8.3335 -1.0059 5.4050  0.023
C: 7.0768 -1.1147 5.8268  0.018
C: 5.9516 -0.5715 5.0252  -0.383
O: 4.8019 -0.6737 5.4040  0.092
H: 5.4325 0.4757 3.1748  0.091
H: 7.7959 0.6832 2.3856  0.124
H: 9.1747 -1.3921 5.9665  0.123
H: 6.8120 -1.5967 6.7594  0.121
C: 8.0154 -4.2677 -0.2970  0.027
C: 7.9765 -5.5925 -0.1845  0.025
C: 6.8411 -6.2765 0.4879  -0.389
O: 6.7971 -7.4841 0.5749  0.107
C: 5.7554 -5.4247 1.0353  0.019
C: 5.7938 -4.1016 0.9192  0.017
C: 6.9227 -3.4194 0.2420  -0.374
O: 6.9461 -2.2120 0.1240  0.096
H: 8.8292 -3.7445 -0.7828  0.124
H: 8.7569 -6.2353 -0.5718  0.124
H: 4.9356 -5.9449 1.5138  0.124
H: 5.0074 -3.4586 1.2961  0.116
C: 4.1651 -4.4237 -4.2326  0.021
C: 4.4748 -4.7818 -5.4752  0.028
C: 5.1218 -6.0907 -5.7618  -0.381
O: 5.4023 -6.4150 -6.8925  0.122
C: 5.4099 -6.9814 -4.6066  0.031
C: 5.0991 -6.6216 -3.3643  0.024
C: 4.4517 -5.3174 -3.0843  -0.372
O: 4.1685 -4.9894 -1.9487  0.080
H: 3.6983 -3.4755 -3.9954  0.117
H: 4.2792 -4.1513 -6.3332  0.124
H: 5.8823 -7.9267 -4.8414  0.126
H: 5.2984 -7.2510 -2.5053  0.122
C: -6.2486 7.6475 1.7631  0.033
C: -5.3863 6.6649 1.5218  0.013
C: -5.5341 5.7848 0.3356  -0.382
O: -4.7528 4.8751 0.1253  0.013
C: -6.6676 6.0456 -0.5791  0.028
C: -7.5339 7.0274 -0.3436  0.035
C: -7.3935 7.9044 0.8483  -0.373
O: -8.1798 8.7972 1.0681  0.124
H: -6.1640 8.3059 2.6183  0.126
H: -4.5325 6.4637 2.1561  0.071
H: -6.7493 5.3970 -1.4423  0.121
H: -8.3624 7.2382 -1.0069  0.095
C: -11.2841 5.6430 -5.5577  0.026
C: -10.1311 6.0304 -5.0202  0.019
C: -10.0860 6.6803 -3.6880  -0.375
O: -9.0313 7.0322 -3.1973  0.084
C: -11.3708 6.8892 -2.9766  0.022
C: -12.5248 6.5024 -3.5125  0.028
C: -12.5737 5.8455 -4.8454  -0.382
O: -13.6216 5.4879 -5.3322  0.120
H: -11.3476 5.1673 -6.5280  0.124
H: -9.1791 5.8969 -5.5179  0.121
H: -11.3090 7.3720 -2.0093  0.123
H: -13.4766 6.6429 -3.0166  0.125

Atomic forces in eV per Å
C -0.071 0.054 -0.040
O -0.051 0.060 0.004
C -0.055 -0.046 0.000
C -0.064 0.099 0.030
C -0.009 -0.013 0.241
C -0.105 -0.115 0.062
C 0.120 -0.014 0.183
C -0.171 0.033 0.040
C 0.021 -0.031 0.021
C 0.081 0.032 -0.122
C -0.054 0.018 0.088
C -0.048 -0.052 -0.230
N -0.219 -0.402 0.275
C -0.358 0.473 -0.176
N 0.530 -0.390 -0.396
C -0.215 0.018 0.318
I -0.046 0.097 -0.146
C -0.324 -0.140 0.100
I 0.073 -0.031 -0.050
C -0.292 0.142 0.200
C -0.128 -0.114 0.051
I 0.028 -0.033 -0.063
C 0.176 -0.050 -0.214
C 0.092 0.015 0.059
I -0.020 0.082 0.174
N 1.004 0.112 -0.200
H 0.016 0.048 0.019
H -0.052 -0.054 -0.030
H 0.072 -0.018 0.050
H 0.084 -0.007 -0.128
H -0.057 0.001 0.084
H 0.018 -0.127 -0.022
H 0.032 0.146 -0.049
H 0.010 -0.102 -0.005
H -0.029 0.100 -0.187
H 0.078 0.000 0.051
H 0.026 0.078 -0.042
H -0.125 0.037 -0.199
H 0.053 0.000 -0.001
H 0.041 0.066 -0.001
H 0.054 -0.082 0.017
H -0.043 0.093 0.001
H 0.022 -0.067 -0.120
H -0.038 0.031 0.152
H 0.031 -0.061 -0.015
H -0.015 -0.035 -0.078
H 0.038 0.056 0.004
H 0.019 0.010 0.071
H 0.009 -0.033 0.159
H -0.131 -0.029 0.013
H 0.081 0.143 -0.117
H -0.075 0.051 -0.085
H 0.037 -0.012 0.093
H 0.114 0.078 -0.014
H -0.052 0.100 -0.080
H -0.010 -0.048 -0.006
H 0.007 -0.072 -0.031
H -0.084 0.045 0.027
H -0.018 0.040 -0.002
H -0.197 0.114 0.285
C -0.018 -0.028 0.066
C 0.002 -0.004 -0.020
C -0.030 -0.003 0.020
O 0.016 -0.007 -0.011
C -0.006 -0.003 -0.001
C 0.006 -0.003 -0.012
C 0.001 0.011 -0.007
O -0.020 -0.007 0.006
H 0.089 -0.024 -0.047
H 0.008 -0.009 -0.003
H 0.010 0.008 -0.008
H -0.013 0.005 0.000
C -0.007 0.002 -0.015
C -0.004 0.002 0.001
C -0.019 0.028 -0.035
O -0.014 -0.015 -0.032
C -0.013 0.030 0.022
C -0.023 0.014 0.027
C -0.021 -0.034 -0.018
O 0.019 -0.007 0.002
H -0.001 0.012 0.009
H -0.001 -0.011 0.013
H 0.017 -0.029 -0.001
H 0.016 0.019 0.006
C 0.007 -0.003 -0.013
C 0.002 -0.002 0.008
C -0.009 0.009 0.029
O 0.001 -0.007 -0.018
C 0.002 0.007 0.000
C 0.003 -0.005 -0.009
C 0.045 -0.013 0.008
O 0.049 -0.073 0.021
H 0.003 -0.003 0.018
H 0.010 -0.010 -0.011
H 0.002 0.004 -0.013
H -0.006 0.007 0.008
C -0.003 -0.009 -0.022
C 0.072 -0.025 -0.070
C -0.089 0.043 0.034
O 0.140 -0.144 0.013
C -0.005 -0.013 0.000
C 0.011 0.023 0.047
C -0.003 -0.021 0.005
O -0.015 0.000 0.013
H -0.009 0.010 -0.005
H -0.024 -0.015 0.013
H 0.014 0.007 -0.007
H 0.017 0.022 -0.024
C 0.004 0.000 0.006
C -0.009 -0.001 -0.003
C -0.020 0.045 -0.017
O -0.002 -0.083 0.012
C -0.002 -0.006 -0.002
C 0.006 -0.002 0.000
C 0.023 0.010 0.009
O -0.014 -0.012 -0.003
H -0.016 0.002 -0.001
H 0.006 0.013 0.007
H 0.011 0.009 -0.005
H -0.008 -0.003 -0.012